# 1
A structure of composition C25H32Cl3GeIN3O7SiV, computed with ωB97M-V/def2-TZVPD.

E_LUMO (alpha / beta) = -0.4244 / -0.5142 eV
2S+1 = 3
gap between HOMO and LUMO (alpha / beta) = 8.1 / 8.0 eV
HOMO (alpha / beta) = -0.3120 / -0.3134 Eh

Geometry (Å):
V  -0.418  -1.256  -1.245
O  1.786  -3.622  2.558
C  1.496  -3.513  1.258
O  1.426  -2.459  0.674
C  1.321  -4.861  0.585
O  0.503  -4.764  -0.543
C  -0.878  -4.784  -0.210
C  -1.318  -3.510  0.491
O  -1.584  -3.497  1.661
O  -1.377  -2.419  -0.285
H  1.826  -2.722  2.930
H  0.952  -5.592  1.309
H  2.308  -5.176  0.243
H  -1.089  -5.607  0.473
H  -1.419  -4.910  -1.142
Cl  -0.923  -2.903  -3.160
Ge  -3.423  -2.734  -3.437
Cl  -3.910  -4.415  -2.016
Cl  -3.619  -1.034  -1.931
N  -1.589  2.240  -3.467
C  -1.585  1.400  -4.565
C  -1.157  0.204  -4.103
N  -0.901  0.296  -2.738
C  -1.174  1.539  -2.401
H  -1.884  3.201  -3.444
H  -1.885  1.722  -5.546
H  -1.020  -0.715  -4.643
H  -1.097  1.958  -1.412
N  3.399  -0.580  -2.799
C  2.410  -1.444  -2.585
O  1.356  -1.075  -2.063
C  2.588  -2.857  -3.077
I  4.127  -3.829  -1.992
H  3.336  0.329  -2.364
H  4.319  -0.927  -3.020
H  2.917  -2.863  -4.111
H  1.678  -3.430  -2.944
C  1.554  0.007  2.936
C  0.145  0.621  2.883
C  -0.902  -0.476  3.149
C  0.016  1.704  3.960
Si  -0.135  1.286  1.163
O  -0.138  0.119  0.026
C  1.260  2.457  0.710
C  2.093  2.072  -0.343
C  3.186  2.839  -0.733
C  3.471  4.024  -0.069
C  2.661  4.431  0.986
C  1.571  3.657  1.371
C  -1.792  2.163  1.101
C  -2.927  1.361  0.888
C  -4.197  1.914  0.778
C  -4.366  3.289  0.896
C  -3.262  4.103  1.122
C  -1.991  3.544  1.216
H  1.689  -0.566  3.864
H  2.330  0.776  2.896
H  1.710  -0.651  2.071
H  -0.713  -0.942  4.124
H  -0.888  -1.268  2.397
H  -1.914  -0.062  3.170
H  0.090  1.244  4.953
H  -0.949  2.218  3.906
H  0.809  2.453  3.891
H  1.852  1.138  -0.840
H  3.825  2.521  -1.552
H  4.320  4.626  -0.367
H  2.882  5.353  1.510
H  0.964  3.995  2.203
H  -2.814  0.284  0.791
H  -5.050  1.271  0.595
H  -5.354  3.725  0.811
H  -3.391  5.173  1.226
H  -1.145  4.206  1.368

# 2
A structure of composition C25H32ClCrO4P2, computed with ωB97M-V/def2-TZVPD.

charge = +2
E_LUMO (alpha / beta) = -8.8760 / -9.6105 eV
2S+1 = 4
gap between HOMO and LUMO (alpha / beta) = 5.9 / 5.1 eV
HOMO (alpha / beta) = -0.5417 / -0.5420 Eh

Geometry (Å):
Cr  0.071  -0.546  0.555
Cl  -1.120  -2.458  0.422
C  1.936  -0.686  0.472
O  3.092  -0.875  0.444
P  -0.149  -0.183  -1.698
C  0.443  1.414  -2.357
C  0.894  -1.412  -2.565
C  -1.784  -0.408  -2.452
C  0.382  -2.683  -2.870
C  1.206  -3.640  -3.463
C  2.547  -3.343  -3.727
C  3.069  -2.092  -3.383
C  2.248  -1.129  -2.797
H  -0.655  -2.925  -2.640
H  0.796  -4.618  -3.723
H  3.191  -4.089  -4.195
H  4.119  -1.857  -3.568
H  2.654  -0.156  -2.520
C  1.304  2.215  -1.586
C  1.775  3.423  -2.097
C  1.429  3.822  -3.389
C  0.579  3.025  -4.164
C  0.064  1.839  -3.640
H  1.604  1.893  -0.587
H  2.423  4.045  -1.476
H  1.819  4.756  -3.794
H  0.308  3.321  -5.177
H  -0.626  1.240  -4.227
C  -1.906  -0.747  -3.809
C  -3.170  -0.892  -4.386
C  -4.316  -0.743  -3.599
C  -4.196  -0.401  -2.249
C  -2.941  -0.202  -1.675
H  -1.016  -0.892  -4.423
H  -3.246  -1.123  -5.449
H  -5.302  -0.890  -4.042
H  -5.091  -0.285  -1.629
H  -2.847  0.095  -0.629
H  0.273  1.146  0.646
H  -0.505  1.060  0.298
C  -0.132  -3.298  4.848
C  -0.705  -2.292  3.867
O  0.337  -1.311  3.648
P  0.251  0.008  2.716
O  1.615  0.752  3.170
C  2.235  0.657  4.492
C  1.301  0.936  5.631
O  -0.921  0.946  3.332
C  -0.856  2.446  3.403
C  -1.827  3.075  2.438
H  0.811  -3.713  4.468
H  -0.819  -4.126  5.038
H  0.082  -2.817  5.814
H  -0.975  -2.779  2.919
H  -1.594  -1.780  4.267
H  2.710  -0.325  4.586
H  3.032  1.398  4.450
H  0.521  0.171  5.702
H  1.853  0.904  6.577
H  0.854  1.934  5.540
H  -1.089  2.699  4.445
H  0.173  2.755  3.199
H  -2.859  2.778  2.667
H  -1.759  4.164  2.528
H  -1.594  2.800  1.402

# 3
A structure of composition C25H32F5N4O4RuS2, computed with ωB97M-V/def2-TZVPD.

E_LUMO (alpha / beta) = -2.4540 / -2.2290 eV
2S+1 = 2
gap between HOMO and LUMO (alpha / beta) = 5.2 / 5.4 eV
HOMO (alpha / beta) = -0.2814 / -0.2803 Eh

Geometry (Å):
Ru  -0.790  0.425  -0.046
F  1.684  1.744  6.527
C  0.967  1.832  5.407
C  1.157  0.918  4.385
F  2.066  -0.049  4.521
C  0.407  1.018  3.230
F  0.618  0.103  2.263
C  -0.540  2.025  3.028
S  -1.453  2.213  1.560
C  -0.710  2.924  4.084
F  -1.603  3.908  3.965
C  0.026  2.836  5.251
F  -0.159  3.719  6.231
C  -1.318  1.012  -4.370
S  -1.733  0.436  -2.724
O  -3.062  -0.109  -2.779
O  -1.622  1.638  -1.853
O  -0.689  -0.529  -2.319
H  -1.842  1.953  -4.514
H  -1.651  0.266  -5.085
H  -0.241  1.150  -4.429
C  -3.899  -2.547  1.708
C  -3.871  -1.881  0.324
C  -3.733  -0.361  0.463
C  -2.796  -2.524  -0.518
C  -3.141  -3.258  -1.626
C  -2.193  -3.994  -2.330
C  -0.884  -4.097  -1.850
C  -0.469  -3.398  -0.749
C  0.929  -3.589  -0.206
C  0.883  -4.028  1.264
C  1.807  -2.344  -0.376
C  -1.398  -2.463  -0.132
O  -0.985  -1.649  0.760
H  -4.706  -2.131  2.312
H  -2.955  -2.381  2.226
H  -4.059  -3.623  1.616
H  -4.820  -2.086  -0.177
H  -2.964  -0.111  1.194
H  -4.672  0.063  0.821
H  -3.518  0.097  -0.507
H  -4.169  -3.245  -1.964
H  -2.476  -4.518  -3.233
H  -0.175  -4.741  -2.357
H  1.380  -4.397  -0.788
H  0.526  -3.213  1.891
H  1.880  -4.318  1.597
H  0.221  -4.887  1.390
H  1.335  -1.486  0.100
H  1.959  -2.127  -1.434
H  2.779  -2.507  0.093
C  1.082  3.100  -0.385
N  2.243  3.829  -0.882
C  3.413  3.436  -0.095
N  3.671  1.996  -0.187
C  2.494  1.286  0.298
N  1.287  1.631  -0.486
C  1.560  1.327  -1.916
N  2.733  2.027  -2.416
C  2.490  3.464  -2.275
C  3.882  1.651  -1.593
H  0.190  3.368  -0.953
H  0.924  3.366  0.660
H  3.246  3.704  0.950
H  4.289  3.973  -0.464
H  2.327  1.564  1.340
H  2.669  0.212  0.233
H  0.694  1.645  -2.486
H  1.687  0.253  -2.040
H  1.619  3.732  -2.876
H  3.361  4.012  -2.640
H  4.772  2.166  -1.959
H  4.039  0.573  -1.674

# 4
A structure of composition C25H32GeN5PtSe, computed with ωB97M-V/def2-TZVPD.

charge = +1
E_LUMO = -4.2553 eV
gap between HOMO and LUMO = 5.8 eV
HOMO = -0.3711 Eh

Geometry (Å):
Pt  0.466  -1.760  -1.373
C  4.544  -4.191  3.718
C  3.467  -3.514  2.911
C  2.141  -3.481  3.341
C  1.161  -2.869  2.587
C  1.448  -2.238  1.372
N  0.417  -1.649  0.635
C  -0.573  -0.876  1.233
C  -0.256  -0.099  2.356
C  -1.200  0.662  3.014
C  -2.518  0.710  2.565
C  -3.569  1.527  3.269
C  -2.823  0.000  1.421
C  -1.881  -0.782  0.762
N  -2.318  -1.537  -0.361
C  -3.562  -2.008  -0.579
C  -3.586  -2.597  -1.823
C  -2.290  -2.450  -2.310
N  -1.539  -1.809  -1.416
C  2.772  -2.281  0.946
C  3.754  -2.921  1.697
N  3.172  -1.646  -0.263
C  4.354  -1.054  -0.498
C  4.445  -0.803  -1.851
C  3.250  -1.275  -2.380
N  2.484  -1.780  -1.408
H  4.230  -4.320  4.753
H  5.465  -3.608  3.708
H  4.773  -5.178  3.311
H  1.872  -3.959  4.275
H  0.130  -2.889  2.918
H  0.772  -0.105  2.696
H  -0.907  1.239  3.883
H  -3.282  1.730  4.299
H  -4.528  1.009  3.277
H  -3.716  2.486  2.765
H  -3.832  0.061  1.031
H  -4.337  -1.918  0.162
H  -4.418  -3.078  -2.306
H  -1.876  -2.766  -3.254
H  4.768  -2.955  1.316
H  5.037  -0.830  0.303
H  5.257  -0.335  -2.380
H  2.922  -1.303  -3.406
C  -1.488  5.742  -1.784
Ge  -1.494  3.792  -1.868
C  -2.751  2.965  -0.624
C  -1.858  3.128  -3.673
C  0.291  3.187  -1.254
Se  0.589  1.252  -1.303
C  1.038  1.143  -3.204
H  -2.461  6.138  -2.078
H  -0.736  6.156  -2.456
H  -1.270  6.086  -0.773
H  -3.783  3.242  -0.849
H  -2.530  3.258  0.405
H  -2.658  1.882  -0.696
H  -2.848  3.457  -3.994
H  -1.850  2.036  -3.682
H  -1.133  3.497  -4.398
H  0.405  3.473  -0.207
H  1.103  3.654  -1.814
H  0.454  1.877  -3.751
H  0.788  0.144  -3.560
H  2.099  1.331  -3.350

# 5
A cluster of 3 separate species, C25H32N2O2 in total, computed with ωB97M-V/def2-TZVPD.

E_LUMO = 0.3223 eV
SMILES string = CCCC[C@H](C#N)[C@@H](C#N)CCCCOC=O.c1ccccc1.c1ccccc1
gap between HOMO and LUMO = 9.0 eV
HOMO = -0.3185 Eh

Geometry (Å):
C  0.171  0.305  -3.620
C  0.812  0.791  -2.286
C  0.283  0.058  -1.013
C  -1.276  -0.064  -0.940
C  -1.906  0.432  0.397
C  -2.069  1.949  0.343
N  -2.073  3.070  0.352
C  -1.154  -0.062  1.693
C  -0.801  1.183  2.518
N  -0.587  2.126  3.080
C  -2.039  -0.942  2.648
C  -1.114  -1.662  3.681
C  -0.649  -3.109  3.272
C  -0.971  -3.521  1.808
O  0.002  -4.562  1.434
C  0.717  -4.157  0.339
O  1.436  -3.226  0.324
H  -0.758  0.881  -3.801
H  -0.029  -0.781  -3.661
H  0.873  0.592  -4.433
H  1.905  0.575  -2.338
H  0.754  1.893  -2.141
H  0.745  -0.956  -1.025
H  0.733  0.562  -0.128
H  -1.558  -1.112  -1.175
H  -1.685  0.582  -1.745
H  -2.949  0.043  0.425
H  -0.181  -0.553  1.498
H  -2.755  -1.598  2.119
H  -2.658  -0.221  3.228
H  -1.637  -1.657  4.661
H  -0.205  -1.043  3.833
H  0.456  -3.138  3.383
H  -1.038  -3.827  4.022
H  -1.952  -4.034  1.799
H  -0.880  -2.706  1.071
H  0.618  -4.796  -0.571
C  1.999  -3.630  -6.364
C  1.921  -4.866  -5.734
C  1.987  -4.946  -4.349
C  2.135  -3.789  -3.593
C  2.221  -2.555  -4.224
C  2.152  -2.474  -5.608
H  1.941  -3.567  -7.444
H  1.809  -5.768  -6.324
H  1.923  -5.910  -3.858
H  2.184  -3.850  -2.512
H  2.342  -1.654  -3.634
H  2.217  -1.511  -6.099
C  0.363  7.693  3.788
C  -0.574  7.596  2.767
C  -1.061  6.351  2.387
C  -0.609  5.203  3.026
C  0.334  5.300  4.040
C  0.819  6.545  4.423
H  0.739  8.664  4.088
H  -0.925  8.491  2.267
H  -1.794  6.274  1.593
H  -0.989  4.234  2.733
H  0.690  4.403  4.533
H  1.554  6.620  5.216

# 6
The molecule C25H32N2O7, computed with ωB97M-V/def2-TZVPD.

E_LUMO = 0.6560 eV
SMILES string = CCOC(=O)c1c(C)[nH]c(C)c1C(=O)COC(=O)[C@@H](NC(=O)c1ccccc1OCC)C(C)C
gap between HOMO and LUMO = 8.9 eV
HOMO = -0.3022 Eh

Geometry (Å):
C  -1.654  2.643  -1.979
C  -1.580  2.079  -0.571
O  -1.740  0.663  -0.623
C  -2.462  0.092  0.353
O  -2.983  0.715  1.250
C  -2.575  -1.355  0.181
C  -2.515  -2.056  -1.007
C  -2.139  -1.624  -2.373
N  -2.863  -3.342  -0.736
C  -3.161  -3.503  0.584
C  -3.546  -4.818  1.151
C  -2.978  -2.283  1.203
C  -3.004  -2.082  2.649
O  -3.794  -2.609  3.399
C  -1.850  -1.232  3.186
O  -0.681  -1.538  2.426
C  0.041  -0.553  1.908
O  -0.104  0.620  2.138
C  1.111  -1.116  0.977
N  1.532  -0.082  0.070
C  1.333  -0.168  -1.260
O  0.960  -1.200  -1.799
C  1.630  1.055  -2.068
C  1.572  0.884  -3.449
C  1.765  1.931  -4.328
C  2.017  3.194  -3.822
C  2.081  3.396  -2.456
C  1.900  2.343  -1.564
O  1.976  2.510  -0.215
C  1.955  3.804  0.363
C  1.796  3.612  1.864
C  2.287  -1.681  1.807
C  3.253  -2.427  0.890
C  3.011  -0.569  2.563
H  -1.465  3.713  -1.956
H  -0.912  2.165  -2.614
H  -2.640  2.470  -2.404
H  -2.364  2.497  0.071
H  -0.609  2.283  -0.111
H  -2.489  -2.340  -3.114
H  -2.551  -0.643  -2.591
H  -1.052  -1.544  -2.438
H  -2.890  -4.081  -1.421
H  -4.470  -5.173  0.693
H  -2.769  -5.562  0.973
H  -3.710  -4.716  2.219
H  -2.094  -0.168  3.094
H  -1.674  -1.480  4.236
H  0.667  -1.922  0.383
H  1.703  0.824  0.483
H  1.360  -0.111  -3.812
H  1.714  1.767  -5.393
H  2.166  4.030  -4.489
H  2.284  4.388  -2.083
H  1.114  4.381  -0.042
H  2.891  4.334  0.139
H  0.925  2.994  2.070
H  1.675  4.575  2.350
H  2.674  3.117  2.273
H  1.858  -2.386  2.527
H  3.644  -1.754  0.131
H  2.749  -3.250  0.390
H  4.086  -2.826  1.464
H  3.518  0.095  1.867
H  2.313  0.016  3.158
H  3.756  -0.996  3.231

# 7
The molecule C25H32N4O3, computed with ωB97M-V/def2-TZVPD.

E_LUMO = 0.6338 eV
SMILES string = CC(=O)N[C@@H](Cc1ccccc1C)C(=O)NC1CCN(C(=O)NCc2ccccc2)CC1
gap between HOMO and LUMO = 9.6 eV
HOMO = -0.3301 Eh

Geometry (Å):
C  6.324  -2.240  -1.641
C  4.824  -2.332  -1.821
O  4.254  -3.304  -2.275
N  4.158  -1.231  -1.418
C  2.728  -1.100  -1.540
C  2.012  -1.959  -0.467
C  0.521  -1.985  -0.643
C  -0.276  -1.290  0.264
C  -1.646  -1.207  0.108
C  -2.247  -1.851  -0.960
C  -1.471  -2.577  -1.844
C  -0.088  -2.657  -1.708
C  0.679  -3.451  -2.725
C  2.385  0.381  -1.369
O  3.206  1.183  -0.965
N  1.124  0.689  -1.713
C  0.504  1.981  -1.461
C  -0.953  1.919  -1.918
C  -1.708  3.199  -1.543
N  -1.586  3.462  -0.123
C  -2.541  2.877  0.686
O  -3.589  2.456  0.235
N  -2.291  2.900  2.029
C  -3.166  2.204  2.949
C  -2.691  0.801  3.250
C  -1.381  0.569  3.652
C  -0.935  -0.717  3.899
C  -1.798  -1.791  3.756
C  -3.108  -1.569  3.368
C  -3.550  -0.282  3.112
C  -0.202  3.651  0.253
C  0.584  2.359  0.024
H  6.714  -1.397  -2.206
H  6.786  -3.157  -1.993
H  6.563  -2.096  -0.590
H  4.628  -0.409  -1.060
H  2.423  -1.444  -2.534
H  2.426  -2.966  -0.541
H  2.265  -1.561  0.518
H  0.194  -0.802  1.107
H  -2.242  -0.645  0.811
H  -3.316  -1.790  -1.098
H  -1.943  -3.095  -2.666
H  0.151  -4.378  -2.941
H  0.749  -2.894  -3.661
H  1.687  -3.694  -2.404
H  0.498  -0.068  -1.944
H  1.052  2.738  -2.039
H  -1.002  1.763  -2.996
H  -1.443  1.076  -1.423
H  -2.768  3.088  -1.772
H  -1.306  4.057  -2.089
H  -1.361  3.083  2.361
H  -3.224  2.786  3.876
H  -4.152  2.173  2.484
H  -0.700  1.400  3.779
H  0.087  -0.882  4.207
H  -1.450  -2.795  3.945
H  -3.786  -2.402  3.254
H  -4.568  -0.113  2.793
H  -0.112  3.996  1.283
H  0.203  4.443  -0.385
H  1.628  2.483  0.310
H  0.146  1.554  0.619